Below is C23H46AsIrN9O5S as an isolated structure, with properties calculated with the ωB97M-V functional and the def2-TZVPD basis.

Computed properties:
**E**: -4510.30981 Eh
**E_LUMO**: -9.237 eV
**Energy above the lowest of the compared OMol25 structures with the same formula, charge and spin**: 12.87 kJ/mol
**HOMO energy**: -16.7433 eV
**Frontier orbital gap**: 7.5 eV
**Charge**: +3

Each line ends with the Löwdin charge.
Geometry (Å):
Ir: -0.09 0.45 -1.09  1.4102
C: -3.28 -0.52 0.11  -0.0215
N: -3.53 -0.41 -1.32  -0.0767
C: -4.88 -0.73 -1.82  -0.0722
C: -4.65 -1.04 -3.30  -0.0689
N: -3.19 -1.11 -3.40  -0.0566
C: -2.57 -1.12 -4.72  0.0063
C: -2.61 -0.77 -2.25  -0.3536
N: -1.29 -0.83 -2.01  -0.0845
C: -0.47 -1.81 -2.77  -0.1773
C: 0.66 -2.29 -1.86  -0.1868
N: 1.20 -1.11 -1.18  -0.0862
C: 2.50 -0.86 -1.06  -0.3378
N: 2.96 0.41 -0.91  -0.0738
C: 2.19 1.47 -0.32  -0.0503
C: 4.40 0.37 -0.60  -0.0749
C: 4.79 -1.01 -1.12  -0.0603
N: 3.51 -1.72 -1.11  -0.0498
C: 3.48 -3.18 -1.10  0.0045
H: -4.24 -0.66 0.61  0.1129
H: -2.81 0.37 0.51  0.0535
H: -2.65 -1.38 0.33  0.0902
H: -5.57 0.10 -1.66  0.1307
H: -5.26 -1.60 -1.28  0.1384
H: -5.02 -0.25 -3.96  0.1292
H: -5.12 -1.98 -3.61  0.1430
H: -3.28 -0.70 -5.43  0.1081
H: -2.31 -2.12 -5.04  0.1076
H: -1.68 -0.49 -4.72  0.0923
H: -0.04 -1.37 -3.66  0.1153
H: -1.09 -2.66 -3.07  0.1355
H: 1.41 -2.77 -2.47  0.1245
H: 0.28 -3.02 -1.14  0.1068
H: 1.28 1.79 -0.92  0.0489
H: 2.75 2.40 -0.42  0.1342
H: 1.98 1.31 0.74  0.0828
H: 4.55 0.46 0.47  0.1176
H: 4.93 1.18 -1.11  0.1414
H: 5.51 -1.51 -0.48  0.1369
H: 5.19 -0.97 -2.14  0.1416
H: 4.29 -3.53 -0.47  0.1073
H: 3.60 -3.60 -2.09  0.1085
H: 2.55 -3.54 -0.66  0.0851
C: -3.35 2.83 -3.25  -0.1616
As: -2.52 3.17 -1.56  1.0547
C: -3.77 2.90 -0.14  -0.1668
C: -1.89 4.97 -1.54  -0.1667
O: -1.14 2.19 -1.41  -0.6579
H: -4.17 3.54 -3.38  0.0666
H: -3.74 1.82 -3.26  0.0183
H: -2.62 2.97 -4.04  0.0615
H: -4.58 3.63 -0.25  0.0681
H: -3.28 3.07 0.82  0.0531
H: -4.18 1.90 -0.19  0.0155
H: -2.73 5.65 -1.69  0.0655
H: -1.16 5.09 -2.34  0.0604
H: -1.42 5.18 -0.57  0.0564
C: 5.31 0.10 3.95  -0.0895
C: 4.17 -0.75 4.49  -0.2834
S: 2.66 -0.38 3.64  0.6829
O: 2.23 0.96 3.94  -0.2762
O: 2.79 -0.74 2.23  -0.3311
C: 1.44 -1.51 4.33  -0.1803
C: 0.03 -0.93 4.25  -0.0866
N: -0.25 -0.18 3.00  0.0735
C: -0.16 -0.68 1.76  -0.2851
N: -0.28 0.32 0.88  -0.0729
C: -0.45 1.49 1.58  -0.0369
C: -0.43 1.18 2.88  -0.1213
N: -0.60 2.15 3.95  -0.3179
O: -0.73 1.75 5.08  0.1390
O: -0.59 3.31 3.59  0.1387
C: -0.01 -2.13 1.48  0.0278
H: 6.20 -0.10 4.54  0.0973
H: 5.08 1.16 4.04  0.0891
H: 5.52 -0.14 2.91  0.0692
H: 3.97 -0.55 5.55  0.1197
H: 4.34 -1.82 4.36  0.1175
H: 1.68 -1.67 5.38  0.1264
H: 1.56 -2.45 3.80  0.1055
H: -0.13 -0.23 5.06  0.1167
H: -0.71 -1.73 4.34  0.1455
H: -0.55 2.45 1.10  0.1248
H: -0.43 -2.72 2.29  0.1068
H: 1.04 -2.38 1.36  0.0886
H: -0.54 -2.38 0.56  0.0628



Below is a 4-piece molecular cluster, C23H47B3N2O14 overall at a distorted geometry, with properties calculated with the ωB97M-V functional and the def2-TZVPD basis.

Computed properties:
**E**: -2142.22889 Eh
**E_LUMO**: 0.343 eV
**HOMO energy**: -9.3259 eV
**Frontier orbital gap**: 9.7 eV
**SMILES**: CCCCCCCB1OB(CC(=O)N(C)C)OB(N(C)C(C)=O)O1.COC(=O)OC.COC(=O)OC.COC(=O)OC

Each line ends with the Löwdin charge.
Geometry (Å):
C: 4.27 1.94 0.86  -0.1334
C: 4.47 1.84 -0.74  -0.2572
C: 3.14 2.32 -1.55  -0.2225
C: 3.06 3.91 -1.46  -0.2130
C: 1.71 4.56 -2.03  -0.2073
C: 0.58 3.52 -2.49  -0.2161
C: -0.79 4.34 -2.69  -0.0830
B: -2.10 3.37 -2.79  -0.4168
O: -3.33 3.76 -2.14  0.2215
B: -4.49 3.13 -2.73  -0.3946
C: -5.93 3.83 -2.36  0.0275
C: -5.88 4.36 -0.87  -0.3724
O: -5.38 5.51 -0.69  0.0285
N: -6.30 3.65 0.33  -0.1633
C: -5.18 3.36 1.26  -0.0735
C: -7.14 2.45 0.04  -0.0925
O: -4.40 1.94 -3.57  0.2339
B: -3.12 1.30 -3.42  -0.5146
N: -2.88 -0.15 -3.22  0.0561
C: -1.43 -0.44 -2.92  -0.0412
C: -3.76 -0.75 -2.23  -0.3600
C: -4.63 0.02 -1.14  0.0059
O: -3.82 -2.01 -2.20  0.0363
O: -1.94 2.15 -3.53  0.2149
H: 3.81 0.99 1.30  0.0753
H: 3.59 2.82 1.14  0.0610
H: 5.31 2.15 1.29  0.0726
H: 4.75 0.76 -0.97  0.1013
H: 5.33 2.51 -1.07  0.0985
H: 2.26 1.77 -1.05  0.1056
H: 3.28 2.04 -2.64  0.1118
H: 3.22 4.30 -0.39  0.1008
H: 3.93 4.32 -2.08  0.1078
H: 1.97 5.30 -2.86  0.1150
H: 1.24 5.19 -1.19  0.1071
H: 0.93 3.09 -3.50  0.1286
H: 0.40 2.69 -1.73  0.1044
H: -0.77 5.00 -3.63  0.1281
H: -0.94 5.04 -1.80  0.1097
H: -6.76 3.06 -2.56  0.1093
H: -6.16 4.70 -3.07  0.1388
H: -5.56 3.30 2.35  0.1015
H: -4.39 4.17 1.23  0.1024
H: -4.76 2.32 1.00  0.0785
H: -7.12 1.81 0.99  0.1006
H: -8.25 2.70 -0.13  0.1047
H: -6.76 1.79 -0.80  0.0589
H: -0.87 -0.38 -3.91  0.1165
H: -0.99 0.23 -2.11  0.1017
H: -1.32 -1.52 -2.55  0.1081
H: -4.84 -0.66 -0.24  0.1085
H: -5.66 0.19 -1.62  0.1025
H: -4.16 0.97 -0.74  0.0805
C: 5.80 -3.85 1.11  -0.0473
O: 6.05 -3.70 2.50  -0.0080
C: 5.96 -2.43 2.94  -0.6025
O: 5.69 -1.47 2.27  0.1172
O: 6.21 -2.43 4.26  -0.0012
C: 6.15 -1.14 4.86  -0.0453
H: 5.90 -4.91 0.86  0.0919
H: 4.79 -3.54 0.86  0.0984
H: 6.54 -3.29 0.52  0.1000
H: 5.14 -0.71 4.76  0.0983
H: 6.89 -0.47 4.43  0.0986
H: 6.36 -1.25 5.92  0.0935
C: 11.06 -7.10 -1.80  -0.0476
O: 11.13 -6.32 -0.61  -0.0012
C: 10.14 -6.57 0.27  -0.6037
O: 9.24 -7.36 0.12  0.1213
O: 10.32 -5.77 1.33  0.0012
C: 9.33 -5.92 2.35  -0.0370
H: 11.91 -6.82 -2.43  0.0933
H: 11.14 -8.17 -1.57  0.0984
H: 10.14 -6.89 -2.35  0.0979
H: 9.34 -6.94 2.75  0.1003
H: 8.34 -5.67 1.97  0.0846
H: 9.58 -5.24 3.16  0.0966
C: -8.10 -3.57 1.89  -0.0442
O: -8.90 -3.05 2.95  0.0015
C: -9.05 -1.72 2.93  -0.6039
O: -8.57 -0.97 2.11  0.1108
O: -9.82 -1.37 3.97  0.0010
C: -10.06 0.04 4.07  -0.0458
H: -8.05 -4.65 2.01  0.0945
H: -8.55 -3.35 0.92  0.0987
H: -7.09 -3.17 1.94  0.0970
H: -10.59 0.40 3.19  0.0981
H: -9.12 0.58 4.21  0.0971
H: -10.69 0.20 4.95  0.0941